8
Properties=species:S:1:pos:R:3 method="wB97M-V/def2-TZVPD" homo_energy_ha="-0.193 / -0.193" largest_force_ev_per_a=3.4 gap_ev="6.84 / 6.84" de_lowest_kcal_mol=129.1 total_charge=-1
P -0.435 -1.074 0.118
F -0.755 2.927 0.943
F 1.528 0.544 0.466
F 0.704 1.069 -1.451
O -0.559 -1.339 1.564
O 0.464 -2.062 -0.650
C 0.482 0.545 -0.236
H -1.427 -0.610 -0.755

19
Properties=species:S:1:pos:R:3 method="wB97M-V/def2-TZVPD" homo_energy_ha=-0.301 smiles="C=CN.CCC" largest_force_ev_per_a=1.9 gap_ev=9.31 de_lowest_kcal_mol=28.0 total_charge=0
N -2.557 0.624 -1.399
C -1.625 0.665 -2.432
C -0.836 -0.370 -2.746
C 1.033 -0.716 1.279
C 1.207 0.691 0.683
C 1.439 -0.709 2.760
H 0.779 -0.229 3.482
H -2.814 -0.319 -1.144
H -0.052 -0.183 -3.457
H 1.673 -1.693 3.175
H -1.572 1.654 -2.867
H 0.537 1.350 1.237
H 2.374 -0.139 2.783
H 1.708 -1.401 0.770
H -1.047 -1.285 -2.218
H 2.223 1.036 0.556
H -0.003 -1.003 1.107
H -3.232 1.351 -1.250
H 0.762 0.676 -0.320

11
Properties=species:S:1:pos:R:3 method="wB97M-V/def2-TZVPD" homo_energy_ha=-0.383 smiles="O=C1OC(=O)[C@@H]2N[C@H]12" largest_force_ev_per_a=3.8 gap_ev=10.39 de_lowest_kcal_mol=78.8 total_charge=0
O 2.510 -1.160 -0.188
O 0.255 -1.822 -0.203
O -2.139 -1.641 -0.306
N -0.303 1.118 -0.802
C -1.145 -1.065 0.056
C -0.818 0.472 0.404
C 1.329 -0.863 -0.043
C 0.701 0.491 0.072
H -0.121 2.232 -0.873
H 1.062 1.183 0.703
H -1.332 1.055 1.180

48
Properties=species:S:1:pos:R:3 method="wB97M-V/def2-TZVPD" homo_energy_ha="-0.545 / -0.545" largest_force_ev_per_a=5.2 gap_ev="5.71 / 5.70" de_lowest_kcal_mol=81.9 total_charge=+2
Ir 0.014 -0.315 -0.172
S -0.298 -2.027 4.035
P 0.745 1.607 -1.413
O -2.210 -0.215 -0.088
O -4.119 -1.208 -0.696
N -0.785 -2.030 -1.398
N 0.334 -2.054 1.575
N 0.279 -0.753 1.902
N -0.211 0.670 3.698
C 0.059 -2.871 2.532
C 2.217 -3.714 -2.553
C -0.029 -4.341 2.428
C 0.011 -2.903 -2.053
C 0.312 -4.775 -3.585
C 2.398 1.539 -2.183
C -2.926 -1.068 -0.670
C -0.562 -3.901 -2.901
C -0.396 1.874 -2.810
C -2.742 -3.063 -2.282
C -1.492 -4.784 2.275
C -2.088 -2.116 -1.493
C 0.746 3.216 -0.554
C -0.070 -0.534 3.161
C -1.968 -3.945 -3.000
C 1.667 -4.682 -3.411
C 1.407 -2.827 -1.896
H 2.586 2.484 -2.694
H 1.114 3.981 -1.242
H 1.804 -2.059 -1.234
H -1.537 -5.869 2.280
H 3.170 1.397 -1.429
H -1.405 2.053 -2.445
H -1.908 -4.428 1.335
H -2.101 -4.409 3.095
H -0.108 -5.520 -4.244
H -0.477 0.786 4.663
H 2.324 -5.357 -3.935
H -0.404 1.001 -3.458
H -3.822 -3.058 -2.306
H -2.438 -4.677 -3.642
H -0.071 2.741 -3.385
H -0.102 1.495 3.127
H 0.380 -4.795 3.333
H -0.262 3.481 -0.237
H 3.287 -3.681 -2.424
H 2.450 0.729 -2.905
H 0.553 -4.682 1.571
H 1.402 3.190 0.317

7
Properties=species:S:1:pos:R:3 method="wB97M-V/def2-TZVPD" homo_energy_ha=-0.344 largest_force_ev_per_a=4.5 gap_ev=9.31 de_lowest_kcal_mol=6.7 total_charge=0
Cl 3.049 -0.145 -0.238
S 0.955 0.289 0.593
N 0.131 -1.080 0.104
N 0.322 1.454 -0.195
H -0.386 -0.933 -0.865
H 0.067 -1.768 0.822
H 0.619 2.395 -0.182

28
Properties=species:S:1:pos:R:3 method="wB97M-V/def2-TZVPD" homo_energy_ha=-0.479 largest_force_ev_per_a=6.5 gap_ev=8.13 de_lowest_kcal_mol=138.4 total_charge=+1
O 0.342 2.391 -0.750
O 0.041 0.506 2.121
N 1.301 -0.016 -1.085
C -0.500 -1.122 0.149
C 0.072 -0.883 1.562
C 0.548 -1.212 -0.944
C -0.066 1.567 1.458
C -1.410 -2.306 0.114
C 0.648 1.733 0.167
C -0.102 -0.980 -2.283
C -0.383 2.686 2.308
C 0.585 0.361 -2.406
H -1.372 3.177 2.084
H -1.123 -1.051 -2.354
H 0.281 3.540 2.151
H 1.261 -1.931 -0.570
H 1.282 -1.026 1.634
H -0.903 -3.192 0.364
H -1.019 -0.267 -0.150
H 2.321 0.003 -1.130
H -1.838 -2.495 -0.939
H 1.275 0.576 -3.300
H 0.141 -1.668 -3.103
H -2.180 -2.391 0.890
H 1.726 1.859 0.636
H -0.351 -1.378 2.323
H -0.099 1.173 -2.292
H -0.477 2.346 3.345

69
Properties=species:S:1:pos:R:3 method="wB97M-V/def2-TZVPD" homo_energy_ha="-0.443 / -0.443" largest_force_ev_per_a=2.6 gap_ev="6.88 / 4.83" total_charge=+1 spin_multiplicity=3
Ag -3.657 -5.781 -24.898
O -2.796 -6.315 -27.049
O -1.947 -10.667 -28.988
O -6.640 -7.710 -29.585
O -3.952 -8.478 -29.204
O -0.527 -8.573 -26.781
O -0.006 -5.614 -27.419
O 1.180 -5.518 -31.918
O -2.830 -2.321 -31.766
O -4.809 -3.999 -25.817
O -4.424 -9.638 -31.702
O 0.217 -8.199 -33.052
O -7.332 -4.751 -27.020
C -7.287 -8.976 -29.328
C -0.001 -4.216 -27.111
C 0.434 -9.151 -27.716
C -4.151 -2.938 -26.437
C -1.272 -11.620 -29.807
C -7.134 -4.298 -28.348
C -3.109 -7.390 -29.417
C -3.187 -3.133 -30.695
C 0.366 -5.329 -30.705
C -0.914 -8.846 -32.415
C -5.109 -8.664 -32.473
C -3.149 -6.092 -28.413
H 0.258 -7.347 -32.612
H -4.082 -3.289 -27.467
H -2.234 -9.943 -29.550
H -2.059 -7.667 -29.320
H -0.623 -9.008 -31.377
H -4.716 -2.008 -26.375
H -0.334 -7.633 -26.750
H -4.358 -9.229 -30.836
H -1.729 -8.124 -32.373
H -6.886 -3.237 -28.355
H -0.695 -11.148 -30.603
H -5.161 -9.068 -33.484
H -1.191 -9.813 -32.835
H -2.328 -3.326 -30.053
H -6.960 -5.636 -27.009
H -3.111 -2.769 -26.157
H -0.619 -5.790 -30.785
H 0.314 -10.229 -27.830
H -6.322 -4.843 -28.830
H 0.192 -8.780 -28.711
H -4.635 -7.683 -32.501
H 2.019 -5.062 -31.819
H -7.193 -9.616 -30.205
H -6.151 -8.480 -32.208
H -0.566 -12.045 -29.094
H -0.739 -3.939 -26.359
H -3.170 -7.031 -30.444
H -0.146 -3.560 -27.970
H -4.053 -2.721 -30.178
H -4.141 -5.653 -28.519
H -8.026 -4.508 -28.937
H -1.929 -12.384 -30.223
H -5.718 -7.852 -29.360
H -3.408 -4.128 -31.082
H -5.588 -4.149 -26.359
H 0.760 -5.822 -29.816
H -8.346 -8.819 -29.119
H 0.217 -4.262 -30.534
H -0.928 -5.858 -27.304
H 1.015 -4.056 -26.750
H -6.728 -9.353 -28.471
H -2.453 -5.321 -28.743
H -1.948 -2.011 -31.549
H 1.488 -8.915 -27.565

147
Properties=species:S:1:pos:R:3 method="wB97M-V/def2-TZVPD" homo_energy_ha="-0.373 / -0.373" largest_force_ev_per_a=5.6 gap_ev="8.26 / 6.08" de_lowest_kcal_mol=20.2 total_charge=+1 spin_multiplicity=4
Ni 1.333 1.861 1.452
O -0.211 0.672 0.719
O -5.041 -1.509 -3.671
O -0.121 2.475 2.928
O -2.687 -0.559 4.233
O 3.157 0.878 0.681
O 1.431 3.743 0.458
O 3.347 -4.303 -1.032
O 3.848 -4.174 2.095
O -9.224 -0.081 1.057
O -6.725 -0.531 0.637
O 1.460 0.323 3.064
O 2.374 -4.360 -4.024
O -5.709 1.805 -0.944
N -3.142 -2.562 -4.420
N 2.338 -0.107 5.188
N 1.398 5.114 -1.351
N -2.109 3.656 3.231
N -2.871 -2.040 2.605
N 4.357 0.533 -0.081
C -3.520 3.701 3.665
C -0.968 0.375 -0.444
C -4.940 1.654 -2.192
C 4.011 -3.765 -2.248
C 3.176 0.328 -2.352
C 2.211 -0.291 3.817
C -1.176 1.623 -1.223
C 3.052 -3.284 -3.432
C -2.244 -1.031 3.222
C 4.325 2.374 -1.674
C -4.048 -2.658 3.117
C 2.863 -1.200 6.104
C 5.692 0.386 -2.296
C 5.959 2.190 1.074
C -1.922 -3.302 -4.113
C 5.682 -0.088 2.129
C -0.104 5.027 -1.491
C 6.780 0.100 -0.033
C -0.397 -0.716 -1.396
C 6.899 0.565 -1.419
C -9.254 1.344 1.004
C -3.971 -2.093 -3.433
C 2.187 5.839 -2.359
C -2.454 -2.458 1.266
C 1.216 -4.757 -3.394
C 4.609 -5.112 1.395
C -9.040 -0.767 -0.228
C 2.974 -3.272 -0.119
C 4.423 0.896 -1.497
C 2.656 -3.770 1.295
C -5.097 1.223 0.131
C 1.534 0.899 5.732
C 2.017 4.537 -0.344
C -5.357 -0.230 0.278
C -1.610 4.764 2.454
C -3.344 -2.145 -5.824
C -7.471 -0.556 -0.539
C -1.239 2.618 3.521
C 5.605 0.678 0.759
H -1.818 2.327 -0.693
H 3.242 5.617 -2.201
H -8.256 1.691 0.734
H -3.698 -2.532 -2.461
H 5.038 2.703 1.353
H 7.754 0.233 -2.008
H 4.860 2.785 -2.531
H -2.292 5.608 2.559
H 0.470 -3.976 -3.252
H 5.112 -4.670 0.536
H 2.063 -2.946 1.693
H -0.301 2.019 -1.738
H 4.691 3.050 -0.901
H -0.490 4.281 -0.796
H 1.407 -5.237 -2.434
H -5.184 -0.762 -0.657
H 2.093 -2.909 -0.648
H -0.735 5.913 -1.431
H 2.895 -1.025 3.364
H -1.817 4.356 1.464
H 6.649 2.306 1.910
H -7.417 0.367 -1.116
H -9.197 -1.842 -0.143
H 1.935 -1.754 6.240
H -1.797 -3.604 -3.074
H 5.505 -1.129 1.860
H -1.452 -0.590 2.597
H 2.065 5.461 -3.374
H 4.391 -4.684 -2.694
H 2.997 -0.710 -2.070
H 0.560 -0.458 -1.849
H -3.514 -3.014 -6.459
H 3.228 0.319 -3.440
H -4.308 -2.600 4.174
H -4.750 -1.901 2.767
H 3.678 -2.441 -0.077
H 6.647 -0.057 2.635
H 3.305 2.678 -1.910
H 6.323 2.760 0.220
H 7.713 0.285 0.499
H -4.010 1.291 0.181
H 6.604 -0.975 -0.065
H 4.865 0.072 2.832
H -1.982 -4.222 -4.695
H 3.085 4.781 -0.231
H 5.465 -0.593 -2.717
H 4.796 -3.085 -1.918
H 1.969 1.652 6.389
H -0.404 -1.620 -0.786
H -5.458 1.687 1.050
H 3.757 -2.851 -4.141
H 0.713 0.340 6.182
H -4.725 -0.661 1.054
H -4.994 0.647 -2.606
H -9.706 -0.345 -0.981
H -7.024 -1.377 -1.100
H -2.485 -1.652 -6.278
H -3.885 1.889 -2.050
H -1.896 1.440 -2.021
H 5.918 1.144 -3.046
H -5.448 2.257 -2.945
H 2.262 0.856 -2.079
H -4.242 3.723 2.849
H -3.788 4.609 4.205
H 2.415 -2.447 -3.147
H -4.289 -1.636 -6.017
H -4.308 -3.609 2.653
H 0.663 -5.452 -4.025
H 1.923 6.896 -2.391
H -0.558 4.998 2.618
H -3.741 2.848 4.307
H -2.361 -3.514 1.010
H -1.425 -2.140 1.093
H -1.823 2.014 4.232
H -1.926 -0.101 -0.237
H -0.257 4.632 -2.496
H -3.164 -1.986 0.587
H 1.982 -4.626 1.256
H 7.196 1.612 -1.350
H -9.449 1.786 1.981
H -1.039 -2.695 -4.313
H 3.280 -0.825 7.039
H -9.906 1.670 0.193
H 3.948 -5.927 1.101
H 3.485 -1.999 5.701
H -0.993 -0.869 -2.296
H 5.365 -5.616 1.999
H 1.083 1.605 5.036

112
Properties=species:S:1:pos:R:3 method="wB97M-V/def2-TZVPD" homo_energy_ha=-0.302 smiles="CCCCCCCCCB(CCCCOC)CCCCS(=O)(=O)Cl.c1cc[nH]c1.c1cc[nH]c1.c1cc[nH]c1.c1cc[nH]c1.c1cc[nH]c1" largest_force_ev_per_a=8.0 gap_ev=6.61 total_charge=0
Cl 0.651 1.102 4.681
S 0.043 1.521 2.685
O 0.016 3.051 2.426
O 1.156 0.930 1.784
O -1.568 -2.660 -0.166
N -3.375 6.087 -1.723
N -3.404 0.951 6.166
N 2.401 2.973 7.398
N 3.478 -3.824 -5.067
N 1.693 -8.442 -3.434
C 0.558 -8.779 -4.124
C 1.289 0.941 -2.730
C -3.405 1.075 7.531
C 2.873 -2.603 -4.925
C 3.740 1.594 -1.575
C 4.254 3.803 8.303
C -3.461 -1.815 -1.768
C 2.793 -8.813 -4.162
C 6.480 -0.981 0.602
C 2.354 -9.387 -5.334
C 3.626 2.641 7.914
C -2.253 -2.925 -1.442
C 2.236 4.332 7.460
C 1.786 -4.106 -3.654
C 1.816 -2.750 -4.056
C 2.825 -4.746 -4.291
C -3.871 1.460 1.011
C 2.576 1.907 -2.640
C -3.815 7.000 -0.800
C -4.663 0.615 5.740
C -4.682 0.822 7.980
C -1.592 0.671 2.349
C -2.892 1.702 2.324
C 3.374 4.874 8.016
C -0.106 -2.567 -0.325
C 3.580 0.310 -0.596
C -3.483 2.431 -0.254
C -4.264 6.032 -2.765
C -2.994 -0.720 -2.930
C -0.954 1.214 -1.131
C -4.994 7.540 -1.264
C 0.939 -9.365 -5.310
C 4.427 -0.963 -1.254
C -3.496 0.806 -2.549
C 6.059 -0.850 -0.982
C -0.136 1.767 -2.439
C -5.278 6.926 -2.508
C -5.478 0.531 6.847
B -2.601 1.474 -1.309
H 6.650 -1.709 -1.563
H 5.570 -0.902 1.354
H 3.074 1.950 -3.725
H 1.187 0.582 -3.864
H -4.444 -2.340 -2.186
H -4.625 0.687 -2.182
H 4.281 -4.015 -5.652
H 2.490 0.030 -0.275
H 0.251 -2.296 -1.414
H -0.697 0.118 -0.808
H 3.897 2.565 -0.899
H -3.530 1.459 3.292
H 1.280 -0.029 -2.087
H -1.598 -0.013 1.377
H 1.715 -7.990 -2.529
H 7.157 -1.935 0.835
H 0.456 -3.505 0.107
H -2.587 2.839 2.422
H 2.195 3.023 -2.449
H -5.586 8.293 -0.761
H 0.024 2.917 -2.294
H -1.546 -3.086 -2.361
H -6.532 0.285 6.838
H -1.774 -0.088 3.252
H 1.140 -1.964 -3.743
H -4.449 2.895 -0.779
H -3.564 1.528 -3.495
H 5.239 3.872 8.747
H -2.836 -3.956 -1.298
H 3.792 -8.637 -3.785
H 1.327 4.796 7.103
H 4.305 -0.994 -2.441
H -0.642 1.920 -0.221
H 3.550 5.926 8.196
H -2.528 5.539 -1.646
H -5.014 1.531 1.294
H 3.245 -1.736 -5.455
H 4.087 -1.998 -0.827
H 1.082 -4.567 -2.973
H -3.784 -1.305 -0.756
H -3.692 0.333 0.681
H -2.600 1.087 5.567
H 4.160 0.566 0.416
H -2.500 1.333 8.065
H 0.271 -9.738 -6.075
H -4.870 0.465 4.689
H 2.985 -9.780 -6.121
H -4.098 5.363 -3.599
H 7.178 -0.048 0.862
H 4.765 1.479 -2.173
H -5.006 0.845 9.013
H -3.252 7.188 0.104
H -0.421 -8.573 -3.713
H -0.843 1.629 -3.383
H -3.464 -1.060 -3.972
H -2.771 3.307 0.065
H -1.816 -0.656 -3.049
H -6.131 7.116 -3.146
H 3.154 -5.776 -4.260
H 6.528 0.164 -1.373
H 1.725 2.318 7.029
H 0.238 -1.649 0.357
H 3.947 1.608 7.960

15
Properties=species:S:1:pos:R:3 method="wB97M-V/def2-TZVPD" homo_energy_ha="-0.268 / -0.387" largest_force_ev_per_a=3.8 gap_ev="8.37 / 8.42" de_lowest_kcal_mol=15.2 total_charge=0 spin_multiplicity=3
O 0.227 -1.100 -0.707
O 0.859 0.333 0.987
N -0.472 2.219 0.134
N -1.013 1.175 -0.238
C 1.427 -0.819 -1.391
C -1.280 -0.803 1.077
C -0.215 -0.088 0.234
H -1.766 -0.105 1.754
H 1.648 -1.726 -1.953
H -0.783 -1.582 1.647
H -1.069 3.020 -0.111
H 1.313 0.022 -2.082
H 2.243 -0.615 -0.690
H -2.011 -1.243 0.408
H 0.891 1.311 0.928

7
Properties=species:S:1:pos:R:3 method="wB97M-V/def2-TZVPD" homo_energy_ha=-0.163 largest_force_ev_per_a=0.3 gap_ev=8.18 total_charge=-1
S -0.332 0.357 -2.005
Al 0.393 -0.125 0.141
O -1.036 -0.475 1.125
H 1.329 -1.441 -0.009
H -0.853 -1.075 1.852
H -0.731 1.614 -1.808
H 1.230 1.144 0.705

12
Properties=species:S:1:pos:R:3 method="wB97M-V/def2-TZVPD" homo_energy_ha="-0.557 / -0.557" largest_force_ev_per_a=3.3 gap_ev="7.28 / 7.28" de_lowest_kcal_mol=141.1 total_charge=+1
N -0.402 1.352 -0.073
C 2.499 0.142 0.404
C -1.681 0.682 0.097
C 0.158 0.234 -0.245
C -0.929 -0.732 -0.001
C 1.601 -0.170 -0.397
H -2.545 0.801 -0.677
H -1.048 -1.453 -0.793
H -2.142 0.964 1.011
H 3.385 0.445 0.905
H 1.764 -1.026 -1.132
H -0.662 -1.239 0.901